1.
Computed, not measured: a structure of composition C24H20F6N7O20S6Y in a non-equilibrium geometry, with the ωB97M-V functional and the def2-TZVPD basis.

For the largest force on an atom, the calculation gives 0.2071 Eh/bohr. The calculation puts the HOMO energy at -9.86 eV. For the energy relative to the best compared isomer or geometry (same formula, charge and spin), the calculation gives 0.0 kcal/mol. Its orbital gap is 7.98 eV.

Each line ends with the Löwdin charge.
Positions of all 84 atoms, in Å:
Y -0.22856 0.12562 -1.09896  1.596
N 1.77260 0.10412 -2.03895  -0.368
S 3.19993 0.68070 -1.83772  0.453
O 3.77508 1.50264 -2.90995  -0.233
O 4.00379 0.22031 -0.72544  -0.225
F 2.46241 1.89882 -1.13189  -0.232
S 2.50229 -0.86498 -3.32150  0.593
O 3.41965 -1.95021 -2.85689  -0.233
O 2.68035 -0.27154 -4.62096  -0.231
F 1.19945 -1.64241 -3.70607  -0.180
N -1.46377 1.89898 -0.77852  -0.383
S -1.21834 3.55229 -1.26720  0.546
O -1.01900 4.55700 -0.22113  -0.230
O -1.76190 3.89819 -2.53636  -0.216
F 0.22735 3.33164 -1.78796  -0.171
S -2.98152 2.28414 -0.43987  0.515
O -3.83644 2.42527 -1.63143  -0.238
O -3.31624 2.90259 0.82721  -0.232
F -3.42787 0.75703 -0.12731  -0.215
N -1.31777 -1.60349 -1.90697  -0.379
S -1.12453 -3.30803 -1.58762  0.626
O -1.34576 -4.29466 -2.61960  -0.198
O -1.37081 -3.65132 -0.19665  -0.253
F 0.49419 -3.15743 -1.63407  -0.203
S -2.80657 -1.86787 -2.25973  0.478
O -3.75280 -2.03065 -1.16265  -0.245
O -3.18335 -2.50954 -3.50987  -0.226
F -3.00338 -0.31481 -2.72086  -0.211
C 1.65021 -5.02662 4.14742  -0.081
C 2.80291 -4.96336 3.46578  -0.054
C 2.84159 -4.10059 2.34327  0.002
C 1.77637 -3.39929 1.89943  -0.102
C 0.48902 -3.59768 2.53470  0.030
C 0.50664 -4.36510 3.68249  -0.057
N 1.99870 -2.34904 0.87863  -0.274
O 3.01899 -2.32589 0.27651  0.147
O 1.09531 -1.50989 0.61387  -0.078
H 1.49383 -5.72400 4.95712  0.113
H 3.66479 -5.54838 3.75096  0.115
H 3.79394 -4.05447 1.83603  0.126
H -0.35909 -3.00316 2.22862  0.083
H -0.45340 -4.40536 4.17554  0.101
C -3.65168 -3.44324 4.46163  -0.066
C -3.62826 -3.47215 3.06654  -0.042
C -3.08455 -2.45592 2.29196  -0.002
C -2.42210 -1.43982 2.94365  -0.109
C -2.36878 -1.45623 4.39037  0.017
C -2.98195 -2.44489 5.14708  -0.066
N -1.71345 -0.37336 2.17345  -0.242
O -1.40271 -0.51288 0.97236  -0.090
O -1.51670 0.67004 2.74050  0.134
H -4.16157 -4.26317 4.94548  0.111
H -4.06847 -4.34005 2.59819  0.115
H -3.11186 -2.36498 1.21614  0.095
H -1.85475 -0.60813 4.81804  0.110
H -3.03672 -2.49201 6.22466  0.112
C 1.42951 4.16367 -6.80887  -0.084
C 0.23364 3.66883 -7.33689  -0.053
C -0.38783 2.62734 -6.67418  -0.018
C 0.05444 2.14078 -5.47398  -0.117
C 1.29327 2.61805 -4.94366  0.052
C 1.97135 3.65975 -5.66268  -0.040
N -0.78635 1.18223 -4.74203  -0.280
O -1.77315 0.74789 -5.32697  0.140
O -0.50050 0.98067 -3.58102  -0.045
H 2.03348 4.86850 -7.36098  0.108
H -0.11361 4.02024 -8.29726  0.109
H -1.31456 2.39516 -7.17782  0.123
H 1.64686 2.23502 -3.99780  0.076
H 2.95037 4.06266 -5.44922  0.112
C 1.05060 4.36988 4.64410  -0.078
C 0.19079 4.17675 3.56870  -0.030
C 0.42686 3.09597 2.72574  0.016
C 1.57854 2.27562 2.83757  -0.123
C 2.50657 2.57738 3.85930  0.039
C 2.16225 3.60957 4.73950  -0.087
N 1.77940 1.19020 1.95001  -0.315
O 2.66957 0.41253 2.07893  0.146
O 1.01467 1.09342 1.00777  -0.060
H 0.84874 5.11603 5.39836  0.115
H -0.59025 4.89709 3.37504  0.118
H -0.24509 2.89236 1.90512  0.091
H 3.35284 1.93654 4.05815  0.119
H 2.62290 3.68305 5.71356  0.111

***

2.
Computed, not measured: an isolated molecule of C10H9NOS in a non-equilibrium geometry, with the ωB97M-V functional and the def2-TZVPD basis.

For the largest force on an atom, the calculation gives 0.0764 Eh/bohr. The calculation puts the HOMO energy at -8.18 eV. Its SMILES is COc1ccc(-c2cncs2)cc1. For the energy relative to the best compared isomer or geometry (same formula, charge and spin), the calculation gives 33.6 kcal/mol. Its orbital gap is 8.82 eV.

Each line ends with the Löwdin charge.
Positions of all 22 atoms, in Å:
C -3.42186 2.34225 0.21763  -0.129
C -1.96699 0.54211 0.11532  -0.277
C -1.68059 -0.81549 0.00430  -0.011
C -0.39444 -1.32135 -0.08117  -0.041
C 0.69613 -0.46233 -0.20277  -0.245
C 0.45060 0.92137 -0.17744  -0.060
C -0.80537 1.37662 0.01515  -0.028
C 2.05771 -1.04640 -0.09043  -0.451
C 2.51703 -2.16299 0.53375  -0.221
C 4.34295 -1.68294 -0.55818  -0.480
H -2.92302 2.86600 1.07805  0.099
H -3.20691 2.89886 -0.72574  0.104
H -4.51711 2.56672 0.56300  0.121
H -2.52655 -1.59315 0.00934  0.145
H -0.24474 -2.38108 -0.20482  0.114
H 1.23007 1.64020 -0.23719  0.100
H -0.93277 2.47304 -0.13476  0.116
H 1.97220 -2.70956 1.27446  0.116
H 5.44750 -1.62485 -0.91348  0.101
N 3.78728 -2.44530 0.32332  -0.034
O -3.23190 0.96354 0.24199  -0.066
S 3.35077 -0.34529 -1.05034  1.027

***

3.
Computed, not measured: a structure of composition C35H37ClP2Zr in a non-equilibrium geometry, with the ωB97M-V functional and the def2-TZVPD basis.

The net charge is +2. For the largest force on an atom, the calculation gives 0.0682 Eh/bohr. The calculation puts the HOMO energy (alpha / beta) at -13.03 / -13.03 eV. For the energy relative to the best compared isomer or geometry (same formula, charge and spin), the calculation gives 48.4 kcal/mol. Its orbital gap (alpha / beta) is 4.78 / 4.78 eV.

Each line ends with the Löwdin charge.
Positions of all 76 atoms, in Å:
Zr 0.28382 0.32603 1.39070  1.249
C 4.25137 3.13869 2.56276  -0.130
C 3.94192 3.23402 1.22974  -0.138
C 4.60559 2.42327 0.17365  -0.177
C 4.10502 0.94742 0.28847  -0.185
C 4.41201 0.11268 1.51886  -0.190
C 5.15042 0.45608 2.53197  -0.137
C 6.22927 1.50659 2.50210  -0.179
C 5.68324 2.88598 2.95654  -0.172
C -1.40049 1.31765 2.21321  -0.274
H 3.67177 3.72053 3.27380  0.099
H 3.13022 3.89018 0.92239  0.089
H 5.69298 2.42212 0.25578  0.103
H 4.29006 2.80242 -0.81381  0.117
H 2.98897 0.96933 0.12093  0.060
H 4.47281 0.42720 -0.58759  0.107
H 3.74939 -0.74279 1.60914  0.071
H 5.03198 -0.06046 3.49037  0.119
H 6.64028 1.53392 1.49215  0.097
H 7.05582 1.18929 3.15862  0.122
H 5.78635 2.92867 4.04882  0.114
H 6.41266 3.59326 2.52452  0.128
H -1.16202 2.10613 2.92147  0.022
H -1.75071 0.44179 2.84171  0.040
H -2.25516 1.64526 1.63761  0.019
P -2.32842 0.26721 -1.34409  0.946
P -1.54672 -1.68305 0.11978  0.904
C -1.16982 -0.81288 -2.29493  -0.243
C -0.88318 -1.91848 -1.57546  -0.248
C -3.64062 0.63645 -2.46426  -0.427
C -3.50481 0.35967 -3.83733  -0.085
C -4.26678 1.07731 -4.76452  -0.051
C -5.27488 1.94414 -4.30427  -0.048
C -5.57065 2.02623 -2.93104  -0.059
C -4.78059 1.34137 -2.00840  -0.091
C -1.36325 1.80178 -1.22903  -0.344
C -0.16093 1.62427 -0.49839  -0.279
C 0.77535 2.67897 -0.46102  -0.064
C 0.59244 3.78135 -1.32055  -0.021
C -0.57329 3.92193 -2.07212  -0.009
C -1.57238 2.94762 -2.00046  -0.019
C -2.83660 -3.01228 0.01608  -0.307
C -3.96696 -2.83666 -0.83231  -0.083
C -4.67148 -3.93530 -1.33561  -0.047
C -4.31533 -5.22470 -0.92226  -0.045
C -3.34720 -5.41203 0.06933  -0.046
C -2.65094 -4.30073 0.56906  -0.070
C -0.14375 -2.33448 1.11025  -0.522
C -0.35996 -2.55175 2.49867  -0.127
C 0.54399 -3.34272 3.20644  -0.040
C 1.62264 -3.93866 2.57387  -0.017
C 1.83309 -3.74043 1.21194  -0.031
C 0.96214 -2.95675 0.47118  -0.078
H -0.83868 -0.52726 -3.29013  0.097
H -0.43533 -2.85005 -1.89884  0.098
H -2.77513 -0.38021 -4.17035  0.095
H -4.05784 0.96417 -5.83643  0.121
H -5.83660 2.54747 -5.01579  0.117
H -6.40556 2.63460 -2.57105  0.120
H -5.01024 1.37236 -0.94455  0.111
H -0.30954 0.21569 -0.36464  0.032
H 1.67015 2.71980 0.19131  0.068
H 1.34935 4.54928 -1.44974  0.128
H -0.72494 4.76645 -2.74573  0.133
H -2.49243 3.04482 -2.58741  0.122
H -4.27047 -1.82866 -1.14249  0.088
H -5.48055 -3.78032 -2.06280  0.126
H -4.80302 -6.07440 -1.36723  0.115
H -3.10089 -6.41607 0.44454  0.126
H -1.92195 -4.45663 1.37596  0.106
H -1.26065 -2.12758 2.97121  0.122
H 0.37793 -3.48646 4.27482  0.131
H 2.30357 -4.56681 3.12928  0.128
H 2.67422 -4.20127 0.69706  0.130
H 1.11011 -2.81393 -0.60821  0.102
Cl 1.81984 1.07238 3.05672  0.162

***

4.
Computed, not measured: an isolated molecule of C7H11IO2 in a non-equilibrium geometry, with the ωB97M-V functional and the def2-TZVPD basis.

For the largest force on an atom, the calculation gives 0.1016 Eh/bohr. The calculation puts the HOMO energy at -8.09 eV. For the energy relative to the best compared isomer or geometry (same formula, charge and spin), the calculation gives 122.9 kcal/mol. Its orbital gap is 8.41 eV.

Each line ends with the Löwdin charge.
Positions of all 21 atoms, in Å:
C -0.02620 0.27597 -0.89005  -0.418
C 0.54282 1.04724 0.20951  -0.129
C -1.64846 -0.93857 0.23946  -0.208
C -1.11535 1.01459 -1.67230  -0.059
C 2.36074 1.59006 1.80665  -0.151
C -1.33627 -3.29832 0.55702  -0.011
C 1.81887 0.93616 0.52754  -0.629
O -0.59352 -0.99351 -0.50475  -0.047
O -2.07207 -2.04010 0.69631  -0.053
I 3.12673 -0.53655 -0.37082  0.844
H 0.60918 -0.13088 -1.68471  0.100
H -0.05502 1.67957 0.67523  0.083
H -2.15973 1.03546 -1.10979  0.115
H -0.90734 1.99811 -1.86308  0.032
H -1.33689 0.74607 -2.73658  0.093
H 1.73162 2.35252 2.30928  0.090
H 3.22566 2.09350 1.51293  0.032
H 2.67318 0.95474 2.64768  0.079
H -0.30600 -3.25274 0.76913  0.076
H -1.68463 -3.68738 -0.44453  0.124
H -1.66408 -3.89213 1.29024  0.037

***

5.
Computed, not measured: an isolated molecule of C4H10ClNS in a non-equilibrium geometry, with the ωB97M-V functional and the def2-TZVPD basis.

For the largest force on an atom, the calculation gives 0.0703 Eh/bohr. The calculation puts the HOMO energy at -9.78 eV. For the energy relative to the best compared isomer or geometry (same formula, charge and spin), the calculation gives 28.5 kcal/mol. Its orbital gap is 9.92 eV.

Each line ends with the Löwdin charge.
Positions of all 17 atoms, in Å:
C 0.16391 1.29044 1.00397  -0.142
C 1.31204 -0.74995 0.39903  -0.093
C 0.15795 0.47646 -1.39315  -0.102
C 0.04598 0.10942 0.07107  -0.791
N -1.54288 -1.96015 -0.36658  -0.358
S -1.48888 -0.76493 0.56282  0.664
Cl -2.80278 0.74693 -0.23575  0.189
H -0.43228 2.05901 0.71193  0.028
H -0.21637 1.18569 1.93555  0.048
H 1.11722 1.74157 0.94968  0.093
H 1.03733 -1.75108 0.16059  0.046
H 1.67149 -0.59152 1.48080  0.108
H 2.19012 -0.54152 -0.25892  0.084
H -0.52368 -0.18242 -1.92394  0.056
H -0.09241 1.50354 -1.42200  0.055
H 1.24453 0.20054 -1.81541  0.129
H -1.84128 -2.77203 0.14034  -0.014

***

6.
Computed, not measured: an isolated molecule of C7H3NO in a non-equilibrium geometry, with the ωB97M-V functional and the def2-TZVPD basis.

For the largest force on an atom, the calculation gives 0.1078 Eh/bohr. The calculation puts the HOMO energy at -8.65 eV. For the energy relative to the best compared isomer or geometry (same formula, charge and spin), the calculation gives 89.7 kcal/mol. Its orbital gap is 7.85 eV.

Each line ends with the Löwdin charge.
Positions of all 12 atoms, in Å:
C 0.46025 -0.95756 2.03726  -0.151
C 0.67528 0.31030 -1.19813  0.039
C -0.03546 -0.62372 -1.75332  -0.071
C -0.00786 1.40870 1.23099  0.191
C 0.04967 0.10825 1.35827  -0.125
C -0.16092 0.62329 -0.03192  -0.412
C -1.32108 -0.87626 -1.00398  0.016
N 0.57139 -2.04081 2.38663  0.220
O -1.42489 0.09332 -0.12551  -0.004
H 1.54376 0.81885 -1.52766  0.119
H 0.17154 -1.16076 -2.62289  0.080
H -0.52169 2.29641 1.25027  0.099

***

7.
Computed, not measured: a structure of composition C4H2INS in a non-equilibrium geometry, with the ωB97M-V functional and the def2-TZVPD basis.

For the largest force on an atom, the calculation gives 0.0733 Eh/bohr. The calculation puts the HOMO energy at -10.06 eV. For the energy relative to the best compared isomer or geometry (same formula, charge and spin), the calculation gives 4.6 kcal/mol. Its orbital gap is 9.35 eV.

Each line ends with the Löwdin charge.
Positions of all 9 atoms, in Å:
C -0.33179 2.07126 0.14754  0.103
C -0.00975 0.99464 -0.31114  -0.233
C -0.42483 -1.53799 1.42308  -0.667
C 0.54142 -0.35687 -0.89542  -1.022
N -0.60792 -1.23136 2.53617  0.103
S -0.41070 -1.86378 -0.22450  0.791
I 0.56442 -0.58213 -3.03547  0.815
H -0.81120 2.90821 0.64717  0.046
H 1.49034 -0.40199 -0.28742  0.065

***

8.
Computed, not measured: a structure of composition C21H35Ag2CuNO16S in a non-equilibrium geometry, with the ωB97M-V functional and the def2-TZVPD basis.

The net charge is +4. For the largest force on an atom, the calculation gives 0.0978 Eh/bohr. As for the spin multiplicity: 4. The calculation puts the HOMO energy (alpha / beta) at -18.92 / -18.92 eV. Its orbital gap (alpha / beta) is 6.45 / 3.77 eV.

Each line ends with the Löwdin spin population.
Positions of all 77 atoms, in Å:
Ag -4.13261 1.06274 2.31592  0.001
Ag -0.90444 2.06246 3.52393  0.007
Cu 3.07577 2.66297 3.64088  -0.002
O -1.93670 1.23372 1.43695  0.604
C -0.87052 1.06604 0.50025  0.092
C 0.58346 1.07367 1.06168  0.042
O 0.96718 1.91610 2.24189  0.151
H -0.88001 1.85441 -0.25240  0.059
H -1.16812 0.18320 -0.06554  0.014
H 1.16994 1.18783 0.15003  0.000
H 0.80170 0.01125 1.17006  0.025
C 2.63230 0.65579 -2.46387  0.000
N 2.58601 -0.82926 -2.79207  0.000
O 1.78018 -1.59967 -2.32072  0.000
O 3.47919 -1.27569 -3.53035  0.000
H 2.96696 0.78341 -1.43440  0.000
H 1.65884 1.06192 -2.73871  0.000
H 3.33172 1.13725 -3.14732  0.000
O -5.32134 2.32509 -5.25430  0.715
C -4.64357 2.64399 -4.29831  0.078
O -4.45232 3.92015 -3.84000  0.065
C -3.51355 4.03970 -2.77089  0.005
C -2.79358 2.67977 -2.83703  0.026
C -3.83545 1.67539 -3.37359  0.100
H -3.99922 4.18059 -1.80530  0.000
H -2.77712 4.79126 -3.05537  0.003
H -2.41770 2.39668 -1.85383  0.007
H -1.98119 2.53936 -3.55006  0.000
H -4.43559 1.33806 -2.52852  0.002
H -3.45282 0.89231 -4.02818  -0.001
O -1.02385 -3.62012 0.21874  0.000
C -1.77417 -2.92048 -0.48199  0.000
O -1.43629 -2.52530 -1.73184  0.000
C -2.39144 -1.55152 -2.25013  0.000
C -3.52085 -1.66220 -1.22251  0.000
C -2.96676 -2.24892 0.00810  0.000
H -2.78209 -1.82227 -3.23104  0.000
H -1.89116 -0.58564 -2.32011  0.000
H -4.33164 -2.21846 -1.69292  0.000
H -3.81514 -0.65799 -0.91747  0.000
H -3.60116 -2.95539 0.54339  0.000
H -2.64183 -1.45970 0.68608  0.000
O -0.38315 -0.20232 4.40350  0.000
C 0.31650 -1.25343 4.61516  0.000
O 0.69523 -1.57920 5.89185  0.000
C 1.44565 -2.76235 5.98145  0.000
C 1.12890 -3.46284 4.67869  0.000
C 0.60071 -2.41023 3.74074  0.000
H 1.09552 -3.44827 6.75283  0.000
H 2.45214 -2.43778 6.24553  0.000
H 0.34463 -4.13443 5.02796  0.000
H 1.94834 -4.06093 4.28004  0.000
H -0.30042 -2.73776 3.22228  0.000
H 1.42970 -2.18014 3.07145  0.000
O 5.01779 -4.50665 3.01535  0.703
C 4.21625 -4.20639 2.21361  0.104
O 4.30434 -3.09437 1.57525  0.050
C 3.32808 -2.97178 0.54587  0.008
C 2.36184 -4.02397 0.93594  0.031
C 3.18643 -5.04929 1.55733  0.089
H 3.84781 -3.19384 -0.38615  0.000
H 2.82560 -2.00454 0.53751  0.002
H 1.94989 -4.27307 -0.04199  0.013
H 1.65306 -3.56482 1.62509  0.000
H 3.68271 -5.59232 0.75302  0.001
H 2.71587 -5.72479 2.27174  -0.001
C -0.17544 5.27829 -1.53922  0.000
C 0.74290 4.26063 -0.77686  0.002
O 2.05519 4.55007 -1.21005  0.001
S 2.15537 5.55036 -2.54426  0.000
O 2.83065 4.94396 -3.73148  0.000
O 2.48628 6.89939 -2.04712  0.000
O 0.52788 5.51533 -2.73386  0.000
H -0.24207 6.22450 -1.00225  0.000
H -1.05740 4.67378 -1.75090  0.000
H 0.64780 3.25938 -1.19703  0.001
H 0.82460 4.27701 0.30995  0.000